No. 1
A molecular structure, C22H21GeN5O6RuSSe. Source: the OMol25 dataset; level of theory: the ωB97M-V functional and the def2-TZVPD basis.

The geometry in XYZ format:
```
58
Properties=species:S:1:pos:R:3
H 1.010 5.883 -0.204
S -2.365 0.047 1.319
C 3.962 1.906 -0.237
C 4.283 3.256 -0.093
C 0.830 4.821 -0.238
C 3.078 -0.696 -0.623
C 0.597 -4.068 0.708
C 1.414 -5.146 1.084
H -1.684 2.532 -0.420
C 1.046 -2.726 0.958
O -1.878 -1.121 2.023
Ge -0.408 0.042 4.128
H 5.958 1.068 -0.271
H -0.748 2.486 4.928
Se -1.304 -2.573 -0.112
C 2.623 -4.888 1.688
Ru 0.238 0.166 0.359
H 2.558 -1.479 1.831
C 2.591 1.547 -0.295
H 3.996 -3.418 2.432
N 2.156 0.266 -0.451
C -0.238 0.928 2.323
H 0.903 -2.196 3.966
C 4.445 -0.434 -0.514
O 2.961 6.503 0.175
O -1.542 1.306 1.935
C 3.310 4.256 -0.065
H -1.297 4.996 -0.438
H 1.047 -1.472 5.567
N 3.772 5.584 0.112
N 0.318 2.089 -0.234
C 3.047 -3.578 1.945
H 5.314 3.556 0.012
N 0.191 -1.774 0.547
H 0.955 2.066 5.091
O -3.738 0.358 1.469
H -2.295 -1.671 4.381
C -0.458 4.322 -0.353
C 1.919 3.931 -0.180
H -0.212 1.489 6.275
H 2.028 -0.859 4.240
H 3.249 -5.710 2.000
C 1.592 2.553 -0.225
H 2.721 -1.688 -0.867
C 1.053 -1.264 4.500
O 4.982 5.756 0.202
H -2.184 -0.648 5.828
C 4.904 0.847 -0.320
H 5.134 -1.258 -0.610
H -2.963 -0.050 4.346
H 1.073 -6.150 0.895
N -0.608 -4.156 0.125
C -2.154 -0.658 4.740
C -0.060 1.695 5.221
H 0.330 1.869 2.435
C 2.268 -2.497 1.598
C -0.688 2.956 -0.346
O -1.937 -0.009 -0.103
```

As for the largest force on an atom: 0.056 hartree/bohr. As for the energy above the lowest of the compared OMol25 structures with the same formula, charge and spin: 58.0 kcal/mol. As for the charge: 0. For the frontier orbital gap (spin up / spin down), the calculation gives 5.154 / 5.154 eV. The molar mass is 736.15 g/mol. The HOMO energy (spin up / spin down) is -7.25 / -7.25 eV.


No. 2
A molecular structure, C22H49BrCaCl3KN4O16P2S2. Source: the OMol25 dataset; level of theory: the ωB97M-V functional and the def2-TZVPD basis.

The geometry in XYZ format:
```
101
Properties=species:S:1:pos:R:3
O -4.074 3.140 -4.281
H -2.939 2.782 2.249
Cl -3.170 0.436 -1.590
H 2.473 -0.612 -5.791
C 3.435 1.393 -1.028
H -3.022 4.804 -2.490
H 4.136 -2.827 -1.455
H 0.725 -2.562 2.102
H -3.656 3.322 0.743
C -3.616 -3.123 1.420
O 2.594 3.060 4.056
O -0.261 4.408 -1.495
H 1.087 -2.879 0.018
H -8.023 -2.342 1.795
H -7.720 -0.689 1.631
H 6.111 -4.423 2.275
K -0.613 -0.775 -4.746
H 3.690 2.742 -2.706
C 1.020 1.673 -0.117
H 5.025 -2.493 2.964
H -5.556 -3.940 1.981
C 3.375 -2.907 -0.655
O -1.447 1.802 0.618
C 4.121 1.780 -2.388
H -2.508 -0.456 1.015
C -1.440 3.169 0.710
C -0.389 1.049 0.009
C -2.811 3.506 1.425
H 1.999 2.502 3.499
H 1.628 1.455 0.782
H 3.617 2.211 -0.313
O -1.862 5.552 -0.235
O 2.881 2.072 -4.908
H 2.276 -3.596 3.557
Cl -5.076 2.843 -5.300
C 2.940 -3.203 2.766
O -3.155 -2.793 0.167
H 4.425 -3.455 4.335
H 3.890 0.446 -0.703
O -6.378 2.793 -4.684
C -5.116 -2.899 1.657
H -1.197 -3.147 0.611
P -1.070 0.391 -1.648
H -9.223 -1.293 1.242
H 4.483 -4.882 1.640
H 1.024 2.779 -0.167
H -0.630 2.352 -2.687
H -5.238 -2.243 2.538
H 3.301 -1.270 1.751
H 5.096 -5.459 3.265
H 0.603 -1.659 -1.168
O 3.194 2.627 1.976
Ca 1.601 2.535 5.608
O -5.049 3.868 -6.307
O 2.591 -1.679 -0.715
H 3.945 -6.143 -0.467
H 1.714 1.995 -2.132
H 3.709 -0.149 -2.998
P -0.185 3.927 1.925
Cl -7.307 -4.423 1.784
H -5.624 -2.507 0.764
O 4.554 3.879 3.258
H 3.954 -2.951 0.280
H 2.096 -0.991 -4.081
C 3.061 1.014 -4.404
H 1.081 0.208 -4.980
C -1.596 -1.080 1.089
O 3.532 -5.325 -0.190
H 1.664 0.268 -1.791
H 5.200 1.963 -2.235
H 1.046 3.233 1.868
C -0.288 -0.269 0.944
O -4.769 1.562 -5.895
C 3.584 3.222 2.990
H -1.489 -2.228 -0.864
H -1.631 -1.463 2.124
C -2.924 3.878 -1.894
H 2.821 -3.837 -0.855
C 4.414 -3.378 3.230
C 2.138 -0.160 -4.842
C 2.605 -1.731 2.464
C 1.904 1.241 -1.339
S -1.524 4.245 -0.789
N 1.197 -1.659 2.086
O -0.669 1.401 -2.913
Br -0.181 0.625 2.811
H -2.726 3.068 -2.605
N 4.010 0.726 -3.424
C 1.249 -1.822 -0.287
H 2.808 -3.833 1.863
S -0.786 3.864 3.808
H 0.110 5.265 1.555
H -7.910 -1.641 0.275
N -8.221 -1.483 1.234
N 0.985 -0.965 0.880
H -3.867 3.749 -1.353
C -1.802 -2.320 0.183
O -2.959 -3.593 2.281
H -2.824 4.523 1.832
C 5.056 -4.611 2.554
H 2.744 -1.184 3.431
```

As for the largest force on an atom: 0.081 hartree/bohr. As for the charge: 0. For the frontier orbital gap, the calculation gives 1.795 eV. The molar mass is 1017.17 g/mol. The HOMO energy is -5.81 eV.


No. 3
A molecular structure, C25H35AsN2O4PdS4. Source: the OMol25 dataset; level of theory: the ωB97M-V functional and the def2-TZVPD basis.

The geometry in XYZ format:
```
72
Properties=species:S:1:pos:R:3
C 1.622 4.839 1.707
O 0.648 1.233 2.804
H -0.258 -6.781 -0.633
H 4.763 2.175 -0.436
H 2.222 3.764 -1.262
H -0.049 -3.074 -3.244
C 0.794 -1.809 -0.824
N -0.866 -0.725 -2.214
C 1.580 4.265 -0.537
H 4.756 -0.789 0.859
C -4.800 0.504 -0.772
H 4.479 3.463 0.747
C 0.723 -4.256 -0.528
H -6.082 -0.347 -3.784
H -5.098 0.703 0.249
H 5.755 2.249 1.039
C -4.010 0.021 -3.385
H 4.621 2.051 3.655
O -0.773 -0.377 1.654
C -2.553 -5.909 1.698
H 3.013 1.362 4.015
N 0.341 -3.023 -1.189
C -0.435 -4.837 0.248
C 3.576 2.010 3.347
H 1.784 6.981 1.317
S -0.892 2.260 0.760
C 0.260 -0.618 -1.511
H 1.074 -4.971 -1.278
C -1.584 0.424 -2.776
H 0.783 4.486 2.311
H -3.705 -0.165 -4.410
H 2.756 6.072 -0.672
H -2.203 -2.094 -1.320
C -0.592 -3.125 -2.292
S 1.972 -1.641 0.353
C -2.192 -4.579 1.870
H -1.110 -4.081 -2.234
S 1.192 0.824 -1.554
O -1.756 1.180 3.285
H -6.787 0.063 -1.453
H -1.130 1.326 -2.367
H -1.452 0.424 -3.861
As 3.442 1.290 1.541
H 5.500 -0.036 2.291
C 1.269 6.110 0.917
C -3.463 0.604 -1.123
S -0.734 0.933 2.310
H 0.197 6.300 0.956
H -2.240 -2.018 -3.085
C -0.807 -6.164 0.070
H -0.862 -3.001 1.293
H 4.021 -1.013 2.450
H 1.093 6.262 -1.265
H -2.726 0.872 -0.378
H -2.140 -7.738 0.652
C -1.584 -1.996 -2.216
H -2.734 -3.957 2.571
C -1.139 -4.041 1.148
H 1.545 -4.030 0.147
H -3.365 -6.331 2.275
C -5.744 0.152 -1.726
C -1.859 -6.702 0.796
H 2.484 5.003 2.360
H 3.132 3.002 3.388
C 4.762 2.420 0.626
H 0.539 3.973 -0.713
Pd 1.162 1.040 0.733
C -5.348 -0.081 -3.035
C 1.716 5.780 -0.512
C -3.057 0.361 -2.431
O 1.994 3.837 0.758
C 4.557 -0.307 1.816
```

As for the largest force on an atom: 0.047 hartree/bohr. As for the energy above the lowest of the compared OMol25 structures with the same formula, charge and spin: 0.0 kcal/mol. As for the charge: 0. For the frontier orbital gap, the calculation gives 5.667 eV. The molar mass is 737.18 g/mol. The HOMO energy is -7.14 eV.